# 1
Density functional theory data (the ωB97M-V functional and the def2-TZVPD basis) for C20H42N3OP2Pb as an isolated structure in a non-equilibrium geometry.

XYZ file:
```
69
Properties=species:S:1:pos:R:3:forces:R:3
Pb -0.488 0.003 0.051 1.012 0.053 1.686
P 0.015 -2.619 -0.770 -0.592 0.325 0.040
P 0.012 2.704 -0.465 -0.479 -0.374 0.131
N 1.580 0.074 -1.222 -0.849 0.061 -0.526
C 1.647 -2.435 -1.560 0.537 -0.408 -0.292
H 2.256 -3.274 -1.183 0.035 0.200 -0.479
H 1.515 -2.551 -2.655 0.062 -0.026 0.573
C 2.411 -1.115 -1.274 0.163 0.229 0.303
H 2.979 -1.186 -0.315 -0.182 -0.233 -0.383
H 3.175 -0.987 -2.075 -0.273 -0.216 0.384
C 2.404 1.269 -1.128 0.343 -0.374 0.334
H 3.188 1.228 -1.921 -0.334 0.179 0.413
H 2.956 1.236 -0.154 -0.237 0.270 -0.427
C 1.644 2.605 -1.283 0.325 0.466 -0.186
H 1.503 2.823 -2.359 0.046 -0.003 0.480
H 2.242 3.411 -0.830 0.088 -0.161 -0.476
C 0.204 3.631 1.120 0.195 0.065 -0.115
C -0.933 3.312 2.106 0.056 0.029 0.149
H -0.647 3.661 3.109 -0.207 0.100 -0.276
H -1.120 2.235 2.215 0.033 0.160 -0.180
H -1.871 3.804 1.804 0.341 -0.177 0.211
C -1.181 3.528 -1.603 0.233 0.074 -0.217
C -2.588 3.642 -0.995 0.013 0.023 -0.101
H -3.282 3.976 -1.781 0.175 0.022 0.306
H -2.613 4.365 -0.167 -0.050 -0.136 -0.298
H -2.969 2.683 -0.624 0.155 0.123 -0.010
C -1.169 -3.290 -2.011 0.251 -0.074 -0.218
C -2.587 -3.471 -1.446 0.015 0.016 -0.132
H -3.268 -3.674 -2.286 0.155 -0.066 0.322
H -2.963 -2.571 -0.943 0.149 -0.124 -0.033
H -2.638 -4.307 -0.735 -0.032 0.174 -0.276
C 0.170 -3.744 0.679 0.095 -0.116 -0.090
C -1.012 -3.592 1.656 0.036 -0.055 0.178
H -0.732 -4.035 2.626 -0.211 0.028 -0.305
H -1.905 -4.115 1.284 0.301 0.172 0.184
H -1.288 -2.544 1.850 0.118 -0.238 -0.138
C -3.223 -0.036 0.779 -3.625 -0.045 0.612
C -0.695 4.865 -2.169 -0.174 0.080 -0.158
H -0.600 5.621 -1.381 -0.160 -0.121 -0.372
H 0.280 4.765 -2.657 -0.169 0.041 0.042
H -1.423 5.200 -2.924 0.300 0.101 0.228
C -0.682 -4.549 -2.732 -0.182 -0.035 -0.207
H -1.408 -4.787 -3.526 0.312 -0.139 0.220
H 0.296 -4.392 -3.200 -0.173 -0.046 0.031
H -0.589 -5.398 -2.045 -0.177 0.174 -0.342
C 0.423 -5.212 0.330 0.217 -0.233 0.406
H 0.769 -5.727 1.242 -0.213 -0.035 -0.351
H -0.492 -5.705 -0.033 0.346 0.169 0.223
H 1.211 -5.323 -0.425 -0.196 -0.008 0.128
C 0.402 5.139 0.958 -0.009 0.118 0.371
H -0.543 5.626 0.669 0.386 -0.110 0.216
H 0.741 5.551 1.923 -0.193 0.045 -0.372
H 1.161 5.369 0.204 -0.101 0.029 0.115
H 1.140 3.214 1.536 -0.252 0.091 -0.276
H 1.076 -3.363 1.185 -0.097 -0.074 -0.249
H -1.239 2.811 -2.444 0.046 0.139 0.259
H -1.209 -2.472 -2.755 0.026 -0.188 0.230
O -4.338 -0.067 1.020 2.242 0.048 -0.407
H 0.236 0.106 -1.999 0.434 0.038 0.140
H -0.667 0.110 -1.932 -0.230 0.038 -1.186
N 1.353 -1.229 3.105 -0.038 1.008 0.309
C 1.832 -0.995 4.355 0.000 0.638 -0.584
C 1.957 0.380 4.479 -0.120 -0.436 0.004
C 1.506 0.911 3.262 -0.263 -1.096 -0.390
N 1.122 -0.068 2.417 0.615 -0.096 0.780
H 1.145 -2.128 2.691 -0.010 0.372 0.069
H 2.065 -1.792 5.041 -0.026 -0.032 -0.045
H 2.307 0.938 5.330 0.031 -0.099 0.040
H 1.443 1.955 2.982 -0.033 -0.324 -0.023
```
Positions in Å, forces in eV/Å.

relative energy (zero: lowest compared OMol25 entry of this formula, charge and spin) = 92.5 kJ/mol
HOMO-LUMO gap = 7.2154 eV
HOMO = -9.68 eV
2S+1 = 1
net charge = +1
total energy = -1901.99593 Eh
maximum force = 3.68 eV/Å

Now the Löwdin charges, all in e:
1 Pb 0.908
2 P 0.883
3 P 0.894
4 N -0.365
5 C -0.313
6 H 0.087
7 H 0.093
8 C -0.331
9 H 0.114
10 H 0.119
11 C -0.331
12 H 0.120
13 H 0.115
14 C -0.314
15 H 0.092
16 H 0.088
17 C -0.555
18 C -0.123
19 H 0.089
20 H 0.041
21 H 0.072
22 C -0.550
23 C -0.104
24 H 0.090
25 H 0.071
26 H 0.058
27 C -0.549
28 C -0.102
29 H 0.091
30 H 0.058
31 H 0.071
32 C -0.560
33 C -0.122
34 H 0.089
35 H 0.072
36 H 0.046
37 C -0.099
38 C -0.106
39 H 0.059
40 H 0.072
41 H 0.090
42 C -0.105
43 H 0.090
44 H 0.071
45 H 0.058
46 C -0.108
47 H 0.090
48 H 0.076
49 H 0.077
50 C -0.108
51 H 0.074
52 H 0.091
53 H 0.075
54 H 0.085
55 H 0.088
56 H 0.107
57 H 0.107
58 O 0.084
59 H 0.044
60 H -0.037
61 N -0.012
62 C -0.074
63 C -0.058
64 C -0.146
65 N -0.048
66 H 0.113
67 H 0.120
68 H 0.100
69 H 0.084

# 2
Density functional theory data (the ωB97M-V functional and the def2-TZVPD basis) for a 10-piece molecular cluster, C20H40Cl20 overall in a non-equilibrium geometry.

XYZ file:
```
80
Properties=species:S:1:pos:R:3:forces:R:3
Cl 8.652 3.956 -5.288 -0.118 0.081 -0.188
C 6.969 4.550 -5.294 0.017 0.350 0.388
C 6.391 4.574 -3.874 -0.275 -0.556 -1.007
Cl 7.265 5.659 -2.785 -0.086 0.091 -0.055
H 6.397 3.936 -5.989 -0.060 -0.295 0.395
H 6.921 5.554 -5.716 0.415 0.050 0.125
H 6.390 3.578 -3.432 0.097 0.108 -0.020
H 5.358 4.899 -3.994 0.003 0.174 0.365
Cl 2.207 -1.820 -8.358 0.168 0.204 1.011
C 2.624 -0.808 -6.875 1.050 0.268 -1.106
C 3.686 -1.457 -5.957 -1.214 -0.203 -0.565
Cl 2.869 -2.633 -4.859 0.517 0.266 -0.153
H 1.675 -0.444 -6.480 0.285 -0.503 0.480
H 3.114 0.048 -7.339 -0.027 0.113 0.070
H 4.262 -0.725 -5.389 -0.514 0.086 0.248
H 4.423 -1.975 -6.571 -0.271 -0.234 0.025
Cl -6.546 -8.122 1.133 -0.430 0.899 0.132
C -6.504 -6.467 0.387 1.373 -0.185 0.624
C -5.396 -6.505 -0.667 -1.352 0.924 -1.358
Cl -3.722 -6.878 -0.140 -1.001 0.159 -0.047
H -6.241 -5.655 1.065 0.368 -0.645 0.862
H -7.502 -6.123 0.118 0.067 -0.743 -0.946
H -5.424 -5.527 -1.146 0.578 0.388 0.339
H -5.700 -7.103 -1.526 0.403 -0.793 0.397
Cl -2.932 -2.200 8.869 -0.565 -0.283 0.283
C -4.523 -3.023 8.547 0.357 0.411 0.699
C -5.032 -2.517 7.257 -0.487 -0.163 -2.040
Cl -5.696 -0.869 7.187 0.207 0.505 0.555
H -5.240 -2.821 9.342 0.364 0.081 0.202
H -4.308 -4.092 8.519 -0.076 0.121 -0.176
H -5.882 -3.058 6.841 0.233 -0.636 0.409
H -4.243 -2.545 6.506 -0.026 -0.034 0.062
Cl 5.402 0.982 4.820 -0.322 -0.436 -0.495
C 5.504 0.158 3.193 -0.775 -0.244 0.724
C 6.387 0.974 2.308 -0.141 0.318 -0.385
Cl 7.945 1.048 3.095 1.280 0.279 0.014
H 4.477 0.058 2.841 0.090 0.232 -0.126
H 5.885 -0.848 3.370 0.162 0.192 0.018
H 6.003 1.986 2.187 0.025 -0.044 0.116
H 6.567 0.569 1.312 -0.329 -0.298 0.129
Cl -7.787 3.334 -4.464 -0.275 0.928 0.151
C -7.483 1.614 -4.751 0.784 1.003 1.820
C -6.547 1.459 -5.907 -0.361 -1.005 0.117
Cl -4.783 1.747 -5.544 -1.147 0.159 -0.059
H -8.478 1.169 -4.747 0.379 -0.402 -0.757
H -6.958 1.313 -3.844 -0.195 -0.391 0.002
H -6.907 2.118 -6.697 0.551 -0.412 -0.321
H -6.619 0.385 -6.080 0.268 0.126 -0.951
Cl 8.100 -6.630 -0.477 -0.194 0.102 0.285
C 6.982 -7.810 0.238 -1.808 0.297 0.537
C 5.496 -7.546 -0.144 0.828 -0.076 -1.855
Cl 4.825 -6.012 0.498 0.300 -0.505 0.134
H 6.871 -7.730 1.320 1.274 -0.034 0.152
H 7.359 -8.778 -0.091 -0.468 -0.017 0.198
H 4.821 -8.375 0.067 0.233 0.097 0.580
H 5.467 -7.440 -1.229 -0.168 0.145 -0.031
Cl -2.099 -1.392 0.786 0.836 -0.292 -0.479
C -0.386 -1.039 0.306 0.312 1.417 -0.014
C -0.401 0.260 -0.515 -0.463 1.161 0.773
Cl 1.258 0.957 -0.754 -0.417 -0.686 -0.279
H 0.194 -1.812 -0.198 -0.800 -0.408 -0.067
H 0.143 -0.815 1.233 -0.123 -0.107 0.001
H -0.870 1.067 0.048 -0.023 -0.313 0.509
H -1.024 0.305 -1.408 0.685 -0.765 -0.448
Cl 0.026 4.640 4.383 -0.139 -0.015 0.124
C -0.814 3.624 5.615 0.637 0.108 -0.086
C -1.047 4.416 6.907 0.693 -1.057 0.139
Cl -2.232 5.649 6.638 -0.819 0.853 -0.005
H -0.149 2.768 5.729 -0.078 0.091 0.424
H -1.721 3.265 5.129 -0.114 0.252 0.359
H -0.156 4.879 7.333 0.228 0.072 -0.644
H -1.369 3.781 7.732 -0.412 -0.308 -0.322
Cl -4.197 5.696 0.436 -0.046 -0.150 -0.080
C -4.047 7.238 -0.443 0.475 0.047 -0.122
C -2.549 7.589 -0.690 -0.987 0.082 0.679
Cl -1.621 6.364 -1.620 -0.499 0.490 0.131
H -4.552 7.960 0.198 0.543 0.280 0.073
H -4.679 7.203 -1.331 0.452 -0.320 -0.221
H -2.061 7.687 0.279 0.009 -0.212 -0.068
H -2.487 8.573 -1.155 0.059 -0.238 -0.388
```
Positions in Å, forces in eV/Å.

relative energy (zero: lowest compared OMol25 entry of this formula, charge and spin) = 346.6 kJ/mol
HOMO-LUMO gap = 10.3883 eV
HOMO = -10.40 eV
2S+1 = 1
total energy = -9989.82417 Eh
SMILES = ClCCCl.ClCCCl.ClCCCl.ClCCCl.ClCCCl.ClCCCl.ClCCCl.ClCCCl.ClCCCl.ClCCCl
maximum force = 2.22 eV/Å

Now the Löwdin charges, all in e:
1 Cl 0.526
2 C -0.662
3 C -0.685
4 Cl 0.548
5 H 0.068
6 H 0.068
7 H 0.065
8 H 0.072
9 Cl 0.474
10 C -0.610
11 C -0.626
12 Cl 0.512
13 H 0.065
14 H 0.053
15 H 0.070
16 H 0.063
17 Cl 0.504
18 C -0.615
19 C -0.697
20 Cl 0.530
21 H 0.069
22 H 0.075
23 H 0.066
24 H 0.068
25 Cl 0.513
26 C -0.612
27 C -0.716
28 Cl 0.537
29 H 0.076
30 H 0.076
31 H 0.064
32 H 0.061
33 Cl 0.487
34 C -0.630
35 C -0.696
36 Cl 0.558
37 H 0.068
38 H 0.068
39 H 0.072
40 H 0.074
41 Cl 0.541
42 C -0.676
43 C -0.645
44 Cl 0.511
45 H 0.075
46 H 0.058
47 H 0.067
48 H 0.068
49 Cl 0.539
50 C -0.656
51 C -0.658
52 Cl 0.520
53 H 0.063
54 H 0.066
55 H 0.072
56 H 0.053
57 Cl 0.524
58 C -0.623
59 C -0.660
60 Cl 0.502
61 H 0.077
62 H 0.058
63 H 0.049
64 H 0.072
65 Cl 0.501
66 C -0.633
67 C -0.709
68 Cl 0.575
69 H 0.063
70 H 0.063
71 H 0.068
72 H 0.071
73 Cl 0.522
74 C -0.644
75 C -0.646
76 Cl 0.511
77 H 0.063
78 H 0.067
79 H 0.061
80 H 0.068

# 3
Density functional theory data (the ωB97M-V functional and the def2-TZVPD basis) for the molecule C2H7NO4S in a non-equilibrium geometry.

XYZ file:
```
15
Properties=species:S:1:pos:R:3:forces:R:3
C -2.061 -0.466 0.185 1.452 2.087 4.815
C 1.550 0.241 0.062 1.355 -2.592 -1.352
N 1.910 0.619 -1.189 -0.547 1.865 -3.188
O -0.804 1.140 -1.411 -0.250 0.900 -0.276
O -0.633 1.606 1.104 -2.469 0.654 -0.175
O 1.574 -1.124 0.147 0.480 -1.130 0.128
O 1.676 0.835 1.087 1.451 3.008 3.188
S -0.532 0.602 -0.089 -3.902 -2.041 -0.624
H -1.972 -1.206 -0.485 0.312 -2.845 -2.156
H -2.278 -0.773 1.275 1.180 0.011 -1.622
H -2.897 0.110 0.015 -1.698 1.698 -1.067
H 1.911 -1.277 1.049 -0.305 -0.154 -0.365
H 1.502 1.517 -1.635 0.964 -1.832 1.664
H 1.712 -0.122 -1.869 0.301 0.259 0.439
H 0.270 1.684 1.406 1.675 0.110 0.590
```
Positions in Å, forces in eV/Å.

relative energy (zero: lowest compared OMol25 entry of this formula, charge and spin) = 138.0 kJ/mol
HOMO-LUMO gap = 10.0315 eV
HOMO = -9.38 eV
2S+1 = 1
total energy = -834.24322 Eh
maximum force = 5.44 eV/Å

Now the Löwdin charges, all in e:
1 C -0.114
2 C -0.931
3 N 0.135
4 O -0.395
5 O -0.203
6 O 0.044
7 O 0.008
8 S 0.904
9 H 0.002
10 H 0.102
11 H 0.019
12 H 0.130
13 H 0.153
14 H 0.116
15 H 0.031